A molecular structure, C22H39MnN7O4. Source: OMol25; level of theory: ωB97M-V/def2-TZVPD.

```
73
Properties=species:S:1:pos:R:3:forces:R:3
Mn -0.31556 -0.45157 -0.63939 0.32 0.49 0.30
C -3.64487 1.43416 -0.78435 0.01 -0.02 0.00
C -2.26646 2.00231 -0.45519 0.05 0.06 0.03
C -1.99083 2.06686 1.05811 -0.06 0.02 -0.01
C -2.06606 0.82431 1.96310 0.12 0.05 0.08
C -3.49633 0.32246 2.20646 0.01 -0.02 0.03
C -1.48652 1.23613 3.31463 0.01 0.08 0.05
N -1.28321 -0.26614 1.30291 -0.14 -0.36 -0.21
C -1.01404 -1.49966 2.07675 0.00 -0.01 0.05
C 0.24447 -2.16040 1.54212 0.01 -0.06 0.01
N 0.27533 -2.31499 0.06808 0.10 -0.03 0.03
C -0.76074 -3.28865 -0.34489 0.00 -0.02 -0.03
C -2.13290 -2.64613 -0.53351 0.09 0.06 0.03
O -3.14626 -3.29200 -0.37863 -0.03 -0.02 0.00
O -2.07066 -1.39455 -0.88905 -0.17 -0.13 -0.05
C 1.65433 -2.76364 -0.32560 -0.02 0.02 0.04
C 1.72033 -3.30606 -1.75244 -0.01 0.01 0.01
C 2.70001 -1.67561 -0.05683 0.00 0.00 -0.03
C 2.67144 -0.33529 -0.81203 0.01 0.00 0.17
C 3.83044 0.49108 -0.21487 -0.09 0.00 -0.03
C 3.00995 -0.51564 -2.30406 0.00 -0.03 -0.01
N 1.36039 0.36285 -0.62291 0.03 -0.18 -0.50
C 1.30088 1.55258 -1.48183 0.03 0.04 0.06
C 0.02615 2.29603 -1.19798 -0.14 0.06 0.01
N -1.14008 1.37204 -1.23048 0.10 0.08 -0.01
C -1.52342 1.12191 -2.63610 0.00 -0.06 0.00
C -0.59528 0.11673 -3.30609 -0.02 0.01 0.02
O -0.40083 0.13620 -4.50009 0.00 -0.02 -0.02
O -0.11535 -0.77542 -2.48242 -0.03 -0.15 -0.14
H -4.36001 1.78888 -0.04252 0.01 0.01 0.00
H -3.65401 0.34471 -0.78713 -0.01 0.00 0.00
H -3.99534 1.78077 -1.75477 0.00 -0.01 -0.01
H -2.27436 3.05481 -0.77149 -0.01 0.00 0.00
H -2.70405 2.79350 1.45802 0.01 0.00 0.02
H -1.00682 2.50679 1.22055 -0.01 0.00 0.02
H -4.14174 1.14396 2.52036 0.00 0.00 0.00
H -3.50086 -0.42270 3.00493 0.00 0.00 0.00
H -3.93181 -0.13986 1.32191 -0.01 0.01 0.00
H -2.13328 1.99596 3.75593 -0.01 0.00 -0.02
H -0.49503 1.67369 3.21697 -0.11 -0.03 0.03
H -1.45303 0.40711 4.02194 -0.02 0.02 0.02
H 1.18393 0.42803 2.83198 0.01 0.02 -0.03
H -1.97616 -0.59855 0.62032 -0.08 0.06 0.05
H -1.87309 -2.17601 2.04730 0.02 -0.01 -0.01
H -0.82932 -1.27131 3.12620 -0.04 0.02 -0.01
H 0.39387 -3.13478 2.02419 -0.03 -0.01 -0.01
H 1.08405 -1.52716 1.81083 0.01 -0.03 0.04
H -0.82287 -4.12845 0.35197 -0.01 0.00 0.00
H -0.51018 -3.68005 -1.32582 0.01 0.00 -0.01
H 1.91100 -3.59280 0.35055 0.01 0.00 0.01
H 1.16118 -2.68130 -2.44569 -0.01 0.00 -0.02
H 1.34585 -4.32691 -1.81218 0.00 0.00 0.01
H 2.75954 -3.33131 -2.07617 0.01 0.00 0.01
H 3.66634 -2.13750 -0.27538 0.01 0.01 0.00
H 2.74354 -1.45247 1.01163 0.00 0.00 -0.01
H 4.77397 -0.02401 -0.40386 0.00 0.01 -0.03
H 3.73911 0.61600 0.86294 -0.01 0.01 0.06
H 3.89622 1.47542 -0.67678 0.03 0.00 0.04
H 3.84692 -1.20944 -2.39888 -0.01 -0.01 0.00
H 3.33161 0.43032 -2.73979 0.01 -0.01 0.00
H 2.17178 -0.88674 -2.88579 -0.01 0.00 0.00
H 1.59152 0.89778 1.20199 -0.11 0.29 0.21
H 1.34369 1.25973 -2.53464 -0.01 0.00 0.02
H 2.13049 2.23799 -1.31173 0.06 0.06 0.03
H -0.12420 3.11346 -1.91031 0.00 0.01 0.00
H 0.09979 2.73761 -0.20863 0.01 0.01 -0.03
H -1.57664 2.04255 -3.22194 0.02 0.02 0.03
H -2.49473 0.63453 -2.65605 -0.01 0.00 0.00
N 1.60913 1.11424 2.23070 0.02 -0.27 -0.16
C 2.10780 2.18513 2.80156 0.29 0.16 -0.04
N 2.63177 3.26853 2.43892 -0.25 -0.15 0.03
C 2.51833 3.81191 1.22863 0.18 -0.07 -0.08
N 2.47178 4.32802 0.19585 -0.10 0.00 -0.01
```
Positions in Å, forces in eV/Å.

## Properties
Multiplicity: 2
⟨S²⟩: 0.75
HOMO (spin up / spin down) (eV): -8.77 / -9.03
Total charge: 0
Frontier orbital gap (spin up / spin down) (eV): 8.37 / 7.96
Lowest unoccupied orbital energy (spin up / spin down) (eV): -0.403 / -1.071



A molecular structure, C27H39InN3O5PS. Source: OMol25; level of theory: ωB97M-V/def2-TZVPD.

```
77
Properties=species:S:1:pos:R:3:forces:R:3
In -0.00453 0.03154 0.51687 0.11 -0.14 0.49
C 2.95938 0.10379 -1.32991 -0.01 0.01 0.00
C 3.23620 -0.06657 0.13276 0.01 0.06 0.00
C 4.55002 -0.08955 0.59495 0.00 -0.02 -0.02
C 4.79989 -0.17532 1.94800 -0.03 -0.01 0.01
C 3.72904 -0.21432 2.83370 0.03 0.03 -0.03
C 2.45099 -0.17472 2.32293 -0.04 -0.11 0.02
N 2.21271 -0.13722 0.99329 0.02 0.00 0.04
C 1.25713 -0.14282 3.20767 -0.03 0.50 -0.29
C 1.27130 0.46233 4.45001 0.08 -0.57 0.33
C 0.09445 0.49646 5.17892 -0.13 0.09 -0.13
C -1.08962 0.04765 4.60344 0.13 -0.02 0.07
C -1.05041 -0.40029 3.29662 -0.14 0.06 -0.07
N 0.10750 -0.52412 2.64289 0.06 0.16 0.01
C -2.26992 -0.64104 2.47720 0.06 -0.02 0.04
C -3.46391 -1.03693 3.04073 -0.02 0.00 -0.01
C -4.56736 -1.20156 2.21427 0.02 0.01 0.00
C -4.44066 -0.94576 0.86385 -0.01 0.00 0.00
C -3.21329 -0.54345 0.34650 -0.03 0.05 0.01
C -3.09756 -0.16950 -1.09965 0.00 -0.01 -0.01
N -2.14478 -0.41930 1.15014 0.00 -0.09 -0.04
H 3.54567 -0.60099 -1.92010 0.01 0.01 0.00
H 3.25487 1.10742 -1.64057 -0.01 0.01 0.00
H 1.90893 -0.03209 -1.57881 0.00 -0.01 0.00
H 5.36061 -0.03179 -0.11851 0.00 0.00 0.00
H 5.81583 -0.20215 2.31825 0.00 0.00 0.00
H 3.89033 -0.28097 3.89959 0.00 0.00 0.00
H 2.18161 0.89604 4.83441 -0.02 0.01 0.04
H 0.07449 0.94697 6.16177 0.03 -0.03 0.01
H -2.02511 0.12303 5.13758 -0.01 0.05 -0.02
H -3.53135 -1.23192 4.10101 0.01 0.00 0.00
H -5.51543 -1.52013 2.62638 0.00 0.00 0.00
H -5.28793 -1.03822 0.19837 0.00 -0.01 0.00
H -3.72513 -0.81287 -1.71542 0.01 0.00 -0.01
H -2.07600 -0.22222 -1.47180 0.01 0.00 0.00
H -3.45654 0.85166 -1.24032 0.00 -0.02 0.00
C -2.74821 5.11194 1.93964 0.01 0.00 0.01
C -2.75927 3.69271 1.39812 -0.05 0.03 -0.02
C -3.94550 2.91414 1.94367 0.01 0.00 0.01
C -2.74888 3.66629 -0.12188 0.01 -0.02 0.02
O -1.59849 2.97628 1.93898 0.06 -0.02 0.05
P -0.07203 3.01679 1.53632 -0.29 0.26 -0.03
O 0.76045 2.67934 2.70120 0.14 -0.31 -0.05
O 0.08584 2.00000 0.34111 -0.11 0.09 -0.55
O 0.12957 4.42966 0.88917 0.03 -0.06 0.05
C 1.31267 4.91656 0.15296 0.04 0.04 0.01
C 1.35012 6.40420 0.44853 -0.01 0.00 0.00
C 1.06794 4.64949 -1.32256 -0.01 -0.01 0.01
C 2.57732 4.22987 0.64524 -0.01 0.00 0.00
H -3.66317 5.62544 1.64268 0.00 0.00 -0.01
H -1.89652 5.66930 1.55477 -0.01 0.00 0.01
H -2.69799 5.09912 3.02840 -0.01 0.00 0.00
H -4.87893 3.40512 1.66916 0.00 0.00 -0.01
H -3.89079 2.85894 3.03119 -0.01 0.01 0.00
H -3.95755 1.89891 1.53858 0.00 0.00 0.01
H -3.67314 4.10548 -0.49803 0.00 0.00 0.00
H -2.67923 2.63899 -0.48427 0.01 0.03 0.01
H -1.91148 4.23120 -0.52499 0.01 0.01 -0.01
H 0.42280 6.87902 0.12798 0.00 0.00 0.00
H 2.17784 6.87017 -0.08622 0.00 0.00 0.00
H 1.48249 6.57723 1.51607 0.00 0.00 0.00
H 0.15179 5.13942 -1.65326 0.00 0.00 0.00
H 0.98408 3.57935 -1.51403 0.00 0.00 0.00
H 1.89528 5.04884 -1.90987 0.00 0.00 0.00
H 2.72247 4.39561 1.71167 0.00 -0.01 0.00
H 3.43122 4.63938 0.10484 0.00 0.01 0.01
H 2.53959 3.15306 0.46336 0.01 0.00 -0.01
C 1.40407 -3.53731 -1.57274 0.00 -0.01 0.01
S -0.07422 -2.93260 -0.78885 0.02 0.01 -0.01
C -1.29169 -3.48846 -1.95966 0.00 -0.01 0.00
O -0.01392 -1.39932 -1.03715 0.01 -0.03 0.02
H 1.44482 -3.17305 -2.59806 0.00 0.01 0.00
H 1.37781 -4.62694 -1.54199 0.00 0.00 -0.01
H 2.25200 -3.17821 -0.99241 0.00 0.00 0.00
H -1.03555 -3.12001 -2.95183 0.00 0.01 0.00
H -2.25750 -3.10630 -1.63614 0.00 0.00 0.00
H -1.30412 -4.57848 -1.93431 0.00 0.00 -0.01
```
Positions in Å, forces in eV/Å.

## Properties
Multiplicity: 1
HOMO (eV): -14.46
Total charge: +2
Energy relative to the best compared isomer or geometry (same formula, charge and spin) (kcal per mole): 0.00
Frontier orbital gap (eV): 8.38
Lowest unoccupied orbital energy (eV): -6.084



A gas-phase ion, C6H6O (charge +1) in a non-equilibrium geometry. Source: OMol25; level of theory: ωB97M-V/def2-TZVPD.

```
13
Properties=species:S:1:pos:R:3:forces:R:3
C 1.14017 -0.09526 1.07932 0.97 0.85 0.85
C 0.88977 -1.24592 0.28946 -1.74 1.25 0.54
C -0.29672 -1.17916 -0.43572 1.57 0.40 -0.67
C -0.92435 0.12507 -0.66063 0.01 -1.99 -1.06
O -1.83623 0.22472 -1.61293 -0.09 0.29 1.07
C -0.40790 1.26265 -0.06350 0.09 3.07 1.26
C 0.54398 1.18783 0.90117 0.46 -2.01 -1.00
H 1.90953 -0.08965 1.84904 0.08 -0.52 -0.23
H 1.61995 -2.03331 0.42040 -0.57 -0.50 -0.45
H -0.56906 -1.91393 -1.18467 -0.14 -0.44 0.43
H -2.35266 -0.59346 -1.74563 0.42 0.08 -0.18
H -0.71576 2.30120 -0.19733 -0.74 -0.59 -0.83
H 0.99929 2.04923 1.36103 -0.31 0.10 0.26
```
Positions in Å, forces in eV/Å.

## Properties
Multiplicity: 2
⟨S²⟩: 0.77
HOMO (spin up / spin down) (eV): -14.83 / -15.33
Total charge: +1
Energy relative to the best compared isomer or geometry (same formula, charge and spin) (kcal per mole): 0.00
Frontier orbital gap (spin up / spin down) (eV): 10.38 / 7.31
Lowest unoccupied orbital energy (spin up / spin down) (eV): -4.453 / -8.024



Copy entry 3 word for word.
A gas-phase ion, C6H6O (charge +1) in a non-equilibrium geometry. Source: OMol25; level of theory: ωB97M-V/def2-TZVPD.

```
13
Properties=species:S:1:pos:R:3:forces:R:3
C 1.14017 -0.09526 1.07932 0.97 0.85 0.85
C 0.88977 -1.24592 0.28946 -1.74 1.25 0.54
C -0.29672 -1.17916 -0.43572 1.57 0.40 -0.67
C -0.92435 0.12507 -0.66063 0.01 -1.99 -1.06
O -1.83623 0.22472 -1.61293 -0.09 0.29 1.07
C -0.40790 1.26265 -0.06350 0.09 3.07 1.26
C 0.54398 1.18783 0.90117 0.46 -2.01 -1.00
H 1.90953 -0.08965 1.84904 0.08 -0.52 -0.23
H 1.61995 -2.03331 0.42040 -0.57 -0.50 -0.45
H -0.56906 -1.91393 -1.18467 -0.14 -0.44 0.43
H -2.35266 -0.59346 -1.74563 0.42 0.08 -0.18
H -0.71576 2.30120 -0.19733 -0.74 -0.59 -0.83
H 0.99929 2.04923 1.36103 -0.31 0.10 0.26
```
Positions in Å, forces in eV/Å.

## Properties
Multiplicity: 2
⟨S²⟩: 0.77
HOMO (spin up / spin down) (eV): -14.83 / -15.33
Total charge: +1
Energy relative to the best compared isomer or geometry (same formula, charge and spin) (kcal per mole): 0.00
Frontier orbital gap (spin up / spin down) (eV): 10.38 / 7.31
Lowest unoccupied orbital energy (spin up / spin down) (eV): -4.453 / -8.024